Formula: C21H45AsBrMoOS4Si3
Source: the OMol25 dataset
Level of theory: ωB97M-V with the def2-TZVPD basis set

Values from the calculation:
**DFT total energy**: -8241.5350 Eh
**Net charge**: +1
**Maximum force**: 0.2 eV/A
**Multiplicity**: 3
**Energy above the lowest of the compared OMol25 structures with the same formula, charge and spin**: 0.470 eV
**Molar mass**: 776.882 g/mol
**LUMO energy (spin up / spin down)**: -4.36 / -3.84 eV

CARTESIAN COORDINATES (ANGSTROEM)
Mo (-0.73037, 0.39587, -2.29955)
O (-4.14716, -1.82422, -7.79036)
C (-3.60749, -1.42302, -6.80988)
S (-3.16634, 0.28950, -6.55002)
C (-2.49999, 0.05418, -4.95747)
C (-2.50257, -1.19323, -4.45063)
S (-1.88535, -1.52058, -2.86000)
S (-3.17278, -2.47240, -5.42169)
S (-1.87298, 1.39308, -4.04888)
C (4.39307, -1.72190, -2.39336)
Si (3.15118, -1.41433, -3.75595)
C (3.88058, -0.48932, -5.20522)
C (2.19951, -2.94239, -4.23909)
As (1.55587, 0.06561, -2.80216)
Si (2.14715, 2.28294, -2.24028)
C (3.21282, 3.07661, -3.55076)
C (2.97344, 2.23205, -0.56574)
C (0.46626, 3.14144, -2.15347)
H (5.10091, -2.48155, -2.73484)
H (3.93025, -2.09078, -1.47806)
H (4.96740, -0.82737, -2.14963)
H (4.66635, -1.10338, -5.65322)
H (4.33219, 0.45839, -4.91220)
H (3.13533, -0.29192, -5.97576)
H (2.89570, -3.70963, -4.58557)
H (1.49774, -2.73695, -5.04861)
H (1.63625, -3.35722, -3.40231)
H (4.23090, 2.68659, -3.53344)
H (3.27296, 4.15036, -3.35456)
H (2.81056, 2.94642, -4.55479)
H (3.90209, 1.66190, -0.58558)
H (2.31691, 1.78406, 0.18122)
H (3.21508, 3.24585, -0.23809)
H (0.08031, 3.36172, -3.14922)
H (0.52795, 4.07698, -1.59298)
H (-0.32886, 2.58873, -1.61322)
C (-2.52176, -2.68709, 2.48324)
C (-1.15860, -2.04581, 2.79332)
C (-0.12505, -2.69283, 1.86376)
C (-0.77892, -2.40437, 4.24848)
Si (-1.26541, -0.15188, 2.64914)
Br (-1.18275, 0.11646, 0.26223)
C (-2.95238, 0.63571, 3.05481)
C (-2.85974, 2.16927, 3.01596)
C (-4.11160, 0.22256, 2.13282)
C (-3.32978, 0.21903, 4.49558)
C (0.27452, 0.82610, 3.19666)
C (0.42040, 2.20354, 2.52566)
C (0.19066, 1.03990, 4.72092)
C (1.55835, 0.04070, 2.88372)
H (-2.41342, -3.77331, 2.52255)
H (-2.88582, -2.42910, 1.48697)
H (-3.28565, -2.41381, 3.20900)
H (-0.16209, -3.77405, 2.01623)
H (0.89418, -2.36919, 2.06660)
H (-0.34345, -2.50381, 0.81159)
H (-0.80355, -3.49262, 4.34974)
H (-1.47418, -2.00141, 4.98403)
H (0.22710, -2.08272, 4.51594)
H (-2.56062, 2.54076, 2.03420)
H (-2.17445, 2.56716, 3.76323)
H (-3.84645, 2.58132, 3.23744)
H (-3.90611, 0.40041, 1.07777)
H (-4.97978, 0.82943, 2.39926)
H (-4.39700, -0.82063, 2.25255)
H (-2.59249, 0.52949, 5.23920)
H (-3.48853, -0.85235, 4.59277)
H (-4.27458, 0.70339, 4.75514)
H (-0.35294, 2.91014, 2.81769)
H (0.42227, 2.13664, 1.43716)
H (1.37969, 2.62979, 2.82905)
H (-0.63061, 1.69935, 4.99778)
H (1.11403, 1.51939, 5.05632)
H (0.09113, 0.11054, 5.28191)
H (1.65064, -0.17711, 1.81722)
H (1.63123, -0.90010, 3.42679)
H (2.41861, 0.64901, 3.17096)

Forces on the atoms, in the same order (eV/Å):
Mo -0.0451 0.0203 -0.2211
O 0.0283 -0.0270 -0.0704
C -0.0508 0.0162 0.1493
S 0.0108 -0.0133 -0.0344
C 0.0286 -0.0319 0.0244
C 0.0422 0.0387 0.0577
S 0.0891 -0.1217 0.0320
S -0.0025 0.0234 -0.0808
S 0.0389 0.0519 0.0099
C -0.0364 0.0176 -0.1043
Si 0.0483 -0.0959 -0.0790
C 0.0017 -0.1635 0.0772
C 0.0450 0.1114 0.0115
As -0.1003 0.0648 0.1336
Si 0.1530 -0.0170 -0.0990
C -0.0618 0.0738 0.1420
C -0.0797 0.0944 -0.0700
C -0.1025 -0.2040 0.0125
H 0.0184 -0.0079 -0.0097
H -0.0649 -0.0140 -0.0202
H -0.0201 0.0440 -0.0200
H 0.0081 -0.0046 -0.0214
H -0.0115 0.0060 0.0577
H -0.0425 -0.0046 0.0101
H 0.0210 -0.0031 -0.0173
H 0.0012 0.0295 -0.0010
H 0.0197 0.0345 0.0381
H 0.0105 -0.0488 0.0193
H 0.0234 0.0235 -0.0074
H -0.0586 -0.0364 -0.0087
H 0.0248 -0.0402 -0.0475
H -0.0031 -0.0238 0.0013
H 0.0023 0.0311 0.0149
H 0.0551 0.0569 -0.0149
H 0.0687 0.0306 -0.0096
H 0.0386 0.0396 0.1015
C 0.0284 0.0370 -0.0335
C -0.0435 -0.0483 0.1929
C 0.0521 0.0329 -0.1067
C -0.0288 -0.0518 -0.0558
Si -0.0309 -0.0318 0.0829
Br -0.1619 0.1150 -0.0760
C -0.0266 0.0228 0.1522
C 0.0206 -0.0170 -0.0124
C 0.0393 -0.0750 -0.0319
C 0.0394 0.0957 -0.0095
C 0.0532 0.0206 0.0110
C -0.0537 -0.0080 0.0090
C 0.0517 0.0488 0.0056
C -0.0415 -0.0311 -0.0850
H 0.0165 -0.0246 0.0036
H 0.0259 -0.0061 -0.0200
H -0.0026 -0.0002 -0.0029
H 0.0098 -0.0262 0.0123
H -0.0271 -0.0020 -0.0229
H 0.0065 -0.0367 0.0251
H -0.0067 -0.0118 -0.0023
H -0.0566 0.0642 0.0332
H 0.0065 0.0302 -0.0216
H 0.0003 0.0040 -0.0204
H 0.0008 -0.0137 -0.0115
H -0.0326 0.0070 -0.0065
H 0.0380 0.0331 -0.0119
H -0.0368 -0.0125 0.0174
H 0.0361 0.0230 -0.0175
H 0.0003 -0.0193 -0.0342
H 0.0175 -0.0746 0.0114
H -0.0005 0.0335 0.0089
H -0.0001 -0.0436 -0.0092
H 0.0041 -0.0154 0.0014
H 0.0303 0.0176 0.0248
H -0.0283 0.0003 0.0250
H 0.0186 0.0090 0.0028
H -0.0226 -0.0468 -0.0090
H 0.0087 0.0057 -0.0332
H -0.0327 0.0182 0.0303
H 0.0307 0.0268 0.0278

Partial atomic charges computed with the Mulliken method, in multiples of e: atom 1 (Mo): -0.872, atom 2 (O): -0.497, atom 3 (C): 0.542, atom 4 (S): -0.113, atom 5 (C): 0.256, atom 6 (C): 0.129, atom 7 (S): -0.181, atom 8 (S): -0.104, atom 9 (S): -0.194, atom 10 (C): -0.991, atom 11 (Si): 0.238, atom 12 (C): -0.986, atom 13 (C): -0.959, atom 14 (As): 0.544, atom 15 (Si): 0.437, atom 16 (C): -1.099, atom 17 (C): -0.634, atom 18 (C): -1.084, atom 19 (H): 0.365, atom 20 (H): 0.324, atom 21 (H): 0.321, atom 22 (H): 0.369, atom 23 (H): 0.288, atom 24 (H): 0.320, atom 25 (H): 0.369, atom 26 (H): 0.311, atom 27 (H): 0.302, atom 28 (H): 0.285, atom 29 (H): 0.364, atom 30 (H): 0.362, atom 31 (H): 0.395, atom 32 (H): -0.126, atom 33 (H): 0.380, atom 34 (H): 0.435, atom 35 (H): 0.384, atom 36 (H): 0.239, atom 37 (C): -1.877, atom 38 (C): 2.499, atom 39 (C): -1.829, atom 40 (C): -1.743, atom 41 (Si): -1.542, atom 42 (Br): 0.494, atom 43 (C): 2.410, atom 44 (C): -1.936, atom 45 (C): -1.724, atom 46 (C): -1.633, atom 47 (C): 2.538, atom 48 (C): -1.520, atom 49 (C): -1.788, atom 50 (C): -2.084, atom 51 (H): 0.592, atom 52 (H): 0.334, atom 53 (H): 0.349, atom 54 (H): 0.538, atom 55 (H): 0.322, atom 56 (H): 0.321, atom 57 (H): 0.525, atom 58 (H): 0.331, atom 59 (H): 0.322, atom 60 (H): 0.288, atom 61 (H): 0.341, atom 62 (H): 0.639, atom 63 (H): 0.281, atom 64 (H): 0.537, atom 65 (H): 0.352, atom 66 (H): 0.297, atom 67 (H): 0.314, atom 68 (H): 0.526, atom 69 (H): 0.313, atom 70 (H): 0.009, atom 71 (H): 0.536, atom 72 (H): 0.330, atom 73 (H): 0.533, atom 74 (H): 0.309, atom 75 (H): 0.360, atom 76 (H): 0.419, atom 77 (H): 0.597